1.
Here is a 9-piece molecular cluster, C39H44N4O17 overall in a non-equilibrium geometry from the Open Molecules 2025 dataset. Energies are from wB97M-V/def2-TZVPD.

CARTESIAN COORDINATES (ANGSTROEM)
C: 0.42307 -0.00020 -0.63072
O: 0.59860 0.17414 0.58493
O: 1.29820 -0.45930 -1.39811
O: -0.75810 -0.00811 -0.94205
C: -3.82310 -0.10905 0.30267
C: -4.97524 0.55533 0.63472
C: -5.84530 0.08493 1.63471
C: -5.49025 -1.06413 2.29552
C: -4.28904 -1.66865 2.07526
C: -3.41704 -1.20096 1.11976
O: -2.19095 -1.69431 0.94121
O: -7.12465 0.63081 1.94539
H: -3.27386 0.29639 -0.53420
H: -5.20118 1.49290 0.14860
H: -6.12831 -1.51168 3.04317
H: -3.87550 -2.50661 2.61675
H: -1.59628 -0.94804 0.83608
H: -7.56780 0.83638 1.11897
C: -3.57033 3.78776 -1.59661
C: -2.22575 3.39602 -1.47814
C: -1.58329 3.62638 -0.21238
C: -2.25959 4.28273 0.78813
C: -3.53430 4.72930 0.60836
C: -4.20946 4.42883 -0.60238
O: -5.54063 4.78834 -0.76176
O: -0.39476 3.12838 0.07631
H: -3.99635 3.44702 -2.52871
H: -1.87875 2.68542 -2.21369
H: -1.71002 4.47881 1.69693
H: -4.02205 5.38631 1.31323
H: -5.92866 5.31101 -0.05618
H: -0.37548 2.17207 -0.00550
C: -0.43437 -3.20638 4.47463
C: -0.21559 -2.66259 3.27506
C: 0.82697 -3.14874 2.52416
C: 1.62497 -4.17107 2.98121
C: 1.46797 -4.73308 4.18264
C: 0.43460 -4.20985 4.92260
O: 0.20417 -4.56927 6.24973
O: 1.07564 -2.47976 1.35969
H: -1.18616 -2.75932 5.10815
H: -0.73646 -1.77779 2.94007
H: 2.40257 -4.52480 2.32043
H: 2.01704 -5.62188 4.45644
H: -0.58385 -4.22088 6.67310
H: 0.92661 -1.53168 1.38321
C: 4.80463 2.18969 1.42800
C: 5.93575 1.56191 2.11164
C: 5.73800 0.49414 2.94618
C: 4.52992 -0.25721 2.86932
C: 3.49208 0.29607 2.18891
C: 3.63325 1.48361 1.39076
O: 2.57357 2.07836 0.76264
O: 6.80773 0.13857 3.74352
H: 4.72534 3.09847 0.84987
H: 6.89349 2.02649 1.92913
H: 4.66044 -1.18437 3.40759
H: 2.53950 -0.20602 2.27202
H: 2.02768 1.32860 0.51474
H: 6.65584 0.34070 4.66962
C: -3.14283 -0.22251 -5.51314
C: -4.44796 -0.60428 -5.79662
C: -5.29934 -1.10723 -4.82097
C: -4.86456 -1.35352 -3.53107
C: -3.56695 -0.99041 -3.12617
C: -2.72194 -0.39361 -4.13658
O: -1.54227 0.01054 -3.69065
O: -6.58338 -1.37472 -5.13094
H: -2.45730 0.18321 -6.24241
H: -4.87036 -0.45031 -6.77859
H: -5.55111 -1.75795 -2.80204
H: -3.20600 -0.93946 -2.10955
H: -1.39151 0.04693 -2.74326
H: -6.89054 -1.06973 -5.98781
C: 5.84691 -2.29353 -0.40466
C: 4.67335 -1.88005 -1.03992
C: 4.59310 -1.65834 -2.37550
C: 5.69500 -1.90144 -3.22628
C: 6.81070 -2.43571 -2.66525
C: 6.89691 -2.60329 -1.25991
O: 8.02250 -3.17671 -0.76418
O: 3.46287 -1.15936 -2.95188
H: 5.85622 -2.44636 0.66443
H: 3.83644 -1.63536 -0.40264
H: 5.57155 -1.75954 -4.28978
H: 7.63859 -2.70570 -3.30408
H: 8.20909 -3.72182 -1.53206
H: 2.77466 -0.77776 -2.40201
C: -0.34066 1.40685 3.82195
O: -0.60366 1.39704 5.01538
N: -1.04383 0.71704 2.94277
N: 0.63925 2.09437 3.33171
H: -1.84528 0.19029 3.25948
H: -0.53040 0.55041 2.08912
H: 1.20021 2.76539 3.83684
H: 1.04207 1.86580 2.43416
C: 1.44096 2.60406 -4.33090
O: 1.97908 3.62622 -4.80286
N: 1.01210 2.38645 -3.11127
N: 1.21246 1.48686 -5.02412
H: 1.07270 3.16368 -2.46914
H: 0.64554 1.46946 -2.89945
H: 1.39346 1.46318 -6.01749
H: 0.99908 0.67111 -4.46814

Forces on the atoms, in the same order (eV/Å):
0.860 -3.438 -1.453
2.657 1.800 5.480
2.118 0.735 -1.331
-5.816 1.444 -3.088
-0.208 -0.240 0.890
-1.335 0.520 0.562
-0.576 -0.176 -0.412
-0.920 -0.118 0.861
1.896 -0.716 -0.383
-0.661 2.026 -1.612
0.270 -1.252 0.761
1.175 -0.113 -0.246
0.631 -0.194 0.332
-0.180 0.070 -0.314
-0.338 0.211 0.050
-0.486 -0.220 0.432
0.731 0.341 -1.056
0.095 0.109 -0.114
1.673 -1.300 -1.601
-0.545 0.078 2.549
-1.860 -0.986 -2.469
0.506 0.757 0.384
-1.148 0.207 -1.474
-0.837 1.559 2.455
-0.257 -0.252 -0.885
2.025 0.063 0.381
-0.751 0.358 0.055
0.674 0.265 -0.063
-0.049 -0.083 0.192
-0.118 -0.191 0.352
0.620 -0.119 0.300
-0.018 -0.789 -0.178
0.547 -0.714 1.195
0.044 0.860 -0.959
0.028 1.930 -1.095
1.022 0.579 -3.219
-1.239 -0.996 1.981
-2.234 0.863 2.298
1.250 -1.551 0.446
1.127 -1.938 -0.392
-0.066 -0.244 0.362
-0.171 -0.258 -0.106
0.157 0.044 -0.139
0.157 0.205 0.416
-0.032 0.347 -0.780
-0.401 0.865 -0.147
1.136 -2.187 0.439
-1.877 2.368 -1.221
-0.279 0.240 -1.033
2.661 1.370 0.857
-0.939 -0.117 -0.931
-0.447 0.047 1.700
1.087 -0.234 0.483
0.654 -0.930 0.072
0.982 0.186 -0.029
0.255 -0.028 0.654
-1.167 -0.272 0.126
-0.181 0.042 -0.493
-1.498 -0.772 -0.405
-0.361 0.056 -0.122
0.371 -0.673 2.653
0.208 0.250 0.221
1.236 0.296 -0.547
0.806 0.351 0.895
-0.563 1.051 -3.022
-1.471 -0.718 0.900
1.358 0.984 -2.355
-2.015 -0.844 0.341
-0.041 0.082 0.017
0.076 0.012 -0.302
-0.187 -0.032 0.015
-0.094 -0.596 -0.013
0.127 -0.542 1.655
0.615 0.171 -0.011
-0.081 -0.200 -1.687
0.163 0.379 2.028
-0.909 1.029 -1.593
-1.624 -0.112 0.439
0.350 0.051 1.188
-1.202 0.615 -0.195
0.915 -0.720 -0.078
1.255 -0.555 -1.510
0.296 -0.013 -0.015
-0.378 -0.004 -0.144
0.078 0.108 -0.045
0.344 -0.061 0.066
1.101 -0.496 0.371
-0.665 0.035 1.407
-1.528 -0.816 2.786
-0.604 0.391 1.553
-0.859 -0.868 -1.376
3.803 2.286 -2.177
0.438 0.016 -0.140
-0.571 -0.460 -0.983
-0.478 -0.586 0.442
-0.334 0.200 -0.290
1.151 1.182 -1.687
-0.782 -0.680 0.628
-0.327 1.473 2.449
0.055 -1.355 -2.059
-0.110 -0.621 0.362
-0.018 0.393 0.886
0.111 -0.246 0.509
-0.058 -0.272 -0.897

Total charge = -2
Largest force on an atom = 6.742 eV/A
DFT total energy = -3010.750781 hartree

=====

2.
Here is C39H44NO8PSi2 as an isolated structure from the Open Molecules 2025 dataset. Energies are from wB97M-V/def2-TZVPD.

CARTESIAN COORDINATES (ANGSTROEM)
C: -4.17620 0.30553 -1.17765
C: -2.97691 1.09386 -0.65920
C: -2.94749 1.25012 0.85775
N: -3.17256 -0.02776 1.58184
Si: -1.87554 -1.15343 1.77656
O: -0.66639 -0.84553 0.67826
Si: -0.00163 -1.92035 -0.37901
C: 1.75654 -2.32233 0.08742
C: 2.75284 -1.18932 -0.23556
C: 3.32858 -1.29271 -1.66059
C: 3.51733 0.02865 -2.43835
C: 3.73192 1.29589 -1.59723
C: 2.46971 2.12209 -1.38645
O: 2.00353 2.54781 -2.67813
C: 1.04802 3.49174 -2.67382
C: 0.70381 3.95650 -4.05745
O: 0.53833 3.90359 -1.65192
P: -0.27741 -0.96551 -2.43277
O: -1.63894 -1.32968 -2.94363
H: -4.18823 0.34433 -2.27081
H: -5.11108 0.75682 -0.82665
H: -4.14418 -0.73618 -0.86024
H: -2.98989 2.10112 -1.09319
H: -2.05592 0.62245 -1.00769
H: -2.01711 1.74373 1.16153
H: -3.77069 1.91525 1.14132
H: -3.53663 0.19974 2.50089
H: -2.34122 -2.53835 1.55784
H: -1.27781 -1.06268 3.13077
H: -0.78817 -3.16032 -0.51500
H: 2.02934 -3.23859 -0.45156
H: 1.78891 -2.56492 1.15572
H: 2.25119 -0.23018 -0.09274
H: 3.57466 -1.23429 0.48544
H: 2.66458 -1.93376 -2.25218
H: 4.28017 -1.82629 -1.60991
H: 4.38922 -0.09665 -3.08798
H: 2.67440 0.18690 -3.12035
H: 4.45944 1.94336 -2.09800
H: 4.13163 1.05520 -0.60863
H: 2.64452 2.99848 -0.75889
H: 1.67542 1.54280 -0.90214
H: -0.37581 3.86948 -4.19473
H: 1.21339 3.37473 -4.82442
H: 0.97512 5.00996 -4.14750
H: 0.76481 -1.38023 -3.29242
H: -0.07523 0.42901 -2.30967
C: -11.15749 -4.07772 1.94609
C: -10.03671 -3.75905 2.70552
C: -8.81222 -3.56490 2.09031
C: -8.70068 -3.69395 0.71160
C: -9.82303 -4.02458 -0.04922
C: -11.05149 -4.21070 0.57262
C: -9.72915 -4.19730 -1.52840
O: -10.70747 -4.47485 -2.18864
C: -8.39174 -4.02044 -2.16189
C: -8.26633 -4.21469 -3.53174
C: -7.03640 -4.04438 -4.14389
C: -5.92656 -3.67366 -3.39252
C: -6.04550 -3.48198 -2.02671
C: -7.27471 -3.65864 -1.40505
C: -7.37191 -3.46604 0.07034
O: -6.40842 -3.14071 0.72899
H: -12.11454 -4.22389 2.42894
H: -10.12102 -3.66172 3.77973
H: -7.93286 -3.31150 2.66562
H: -11.91235 -4.46076 -0.03138
H: -9.13901 -4.49691 -4.10376
H: -6.94055 -4.19710 -5.21065
H: -4.96738 -3.53048 -3.87195
H: -5.18743 -3.19169 -1.43650
C: 9.41899 0.75391 5.35661
C: 10.31308 1.80877 5.50400
C: 10.17024 2.95390 4.73961
C: 9.13465 3.04758 3.81861
C: 8.24315 1.98392 3.66307
C: 8.38680 0.84030 4.43857
C: 7.13802 2.04456 2.66455
O: 6.35795 1.12559 2.53121
C: 7.02926 3.27413 1.82792
C: 6.03276 3.34060 0.86388
C: 5.90422 4.47158 0.07682
C: 6.76790 5.54710 0.25603
C: 7.76397 5.48652 1.21570
C: 7.90187 4.34905 2.00154
C: 8.99424 4.29757 3.01639
O: 9.74124 5.23704 3.18161
H: 9.53008 -0.13747 5.95938
H: 11.12235 1.73602 6.21816
H: 10.85407 3.78413 4.84662
H: 7.68524 0.02794 4.31102
H: 5.36632 2.49902 0.73971
H: 5.12939 4.51939 -0.67746
H: 6.66290 6.43312 -0.35562
H: 8.44392 6.31329 1.36571

Forces on the atoms, in the same order (eV/Å):
-0.013 0.318 -0.175
-0.067 -0.024 -0.035
-0.344 -0.066 -0.032
0.672 0.380 0.150
-0.224 0.114 0.028
-0.181 -0.373 -0.064
0.337 0.061 0.012
0.125 0.038 -0.185
0.054 -0.191 0.055
-0.264 0.022 -0.054
0.221 -0.116 -0.035
-0.205 0.261 -0.100
-0.028 -0.259 0.161
0.186 0.088 -0.047
-0.385 0.153 0.791
-0.134 -0.055 -0.126
0.336 -0.211 -0.744
-0.820 -0.399 -0.129
0.219 0.127 0.046
0.022 -0.162 0.118
0.062 -0.134 0.063
-0.048 0.051 -0.006
0.074 -0.080 0.069
-0.043 0.005 0.048
-0.001 0.004 -0.038
0.092 -0.039 -0.004
-0.232 -0.131 -0.079
0.042 -0.030 -0.001
-0.005 0.003 0.014
-0.132 0.021 0.050
0.079 0.033 0.122
-0.137 -0.016 -0.076
0.097 0.005 0.105
-0.098 0.207 -0.048
0.145 0.009 0.010
-0.027 0.015 0.020
-0.135 0.004 -0.001
0.040 0.054 0.138
-0.003 -0.059 0.113
0.077 -0.031 -0.074
0.054 -0.020 -0.073
0.031 0.095 -0.087
0.090 0.079 0.032
0.011 0.063 0.107
-0.043 -0.071 -0.005
0.159 0.222 0.037
0.319 0.000 -0.057
0.014 0.005 -0.002
-0.003 -0.004 -0.015
-0.052 0.009 0.069
-0.002 0.004 -0.058
0.053 -0.008 -0.019
-0.045 -0.003 0.071
-0.001 0.009 -0.009
-0.013 -0.011 -0.007
-0.006 0.008 0.055
0.045 0.009 -0.068
0.006 0.007 0.020
-0.015 0.002 -0.021
0.101 0.025 -0.070
-0.046 -0.020 0.033
-0.001 0.002 -0.008
0.027 -0.009 0.016
-0.008 -0.004 0.009
-0.007 0.006 0.011
0.039 0.010 -0.033
0.016 -0.009 -0.048
-0.041 0.001 0.032
0.004 0.002 -0.012
0.014 0.009 0.001
-0.027 0.001 0.065
0.004 0.014 -0.002
-0.012 -0.005 -0.010
0.033 -0.040 0.065
-0.049 0.002 -0.035
0.002 0.041 -0.037
0.043 -0.039 0.057
-0.004 -0.003 -0.003
-0.004 -0.022 -0.008
0.035 -0.019 0.054
-0.080 0.055 -0.109
0.018 0.015 0.015
0.000 -0.019 0.008
-0.042 0.037 -0.062
0.018 -0.044 0.026
-0.010 0.007 -0.001
0.021 0.010 -0.004
0.006 -0.009 0.006
0.004 -0.002 0.013
-0.017 0.038 -0.029
-0.029 0.010 -0.039
0.012 -0.032 0.048
-0.013 0.008 -0.002
-0.003 0.007 -0.009
0.034 -0.013 0.033

Largest force on an atom = 0.921 eV/A
DFT total energy = -3089.715490 hartree